Record 1
DFT (ωB97M-V/def2-TZVPD) results for a molecular structure, C26H20CsN6O2S in a non-equilibrium geometry.

Each line ends with the Löwdin charge.
CARTESIAN COORDINATES (ANGSTROEM)
Cs: 1.2685 -1.6794 -0.5315  0.99
O: -0.7362 -2.4448 1.7167  -0.22
C: -1.7180 -3.0054 2.2495  -0.43
C: -1.7771 -4.4528 2.3289  -0.08
C: -2.7573 -5.0250 3.0832  -0.17
C: -3.7090 -4.2231 3.7884  -0.18
C: -3.7406 -2.8518 3.6351  -0.12
C: -2.7872 -2.1682 2.8687  -0.19
C: -2.7397 -0.7744 2.8850  -0.15
N: -1.6013 -0.1197 2.6879  -0.07
N: -1.2999 1.0436 3.0049  -0.02
C: -0.0004 1.4220 2.5069  -0.47
O: 0.8478 0.7029 2.0084  -0.05
C: 0.1216 2.8939 2.6179  -0.17
C: -0.8993 3.5997 3.2665  -0.06
C: -1.0651 4.9276 2.9864  -0.12
C: -0.1300 5.6206 2.2078  -0.13
C: 0.9944 4.9289 1.7355  -0.12
C: 1.1207 3.5555 1.9247  -0.05
H: -1.0207 -5.0070 1.7787  0.08
H: -2.8106 -6.0962 3.2136  0.07
H: -4.4967 -4.7480 4.3218  0.06
H: -4.5872 -2.3413 4.1142  0.09
H: -3.6878 -0.1935 3.0649  0.09
H: -1.6190 3.0749 3.9019  0.10
H: -2.0063 5.3479 3.3462  0.09
H: -0.3208 6.6917 1.9737  0.09
H: 1.7678 5.5127 1.1897  0.09
H: 1.9170 2.9694 1.5159  0.10
N: 0.6167 1.2754 -4.7471  0.15
C: -0.7334 1.5106 -4.4245  -0.19
C: -1.7114 2.2424 -5.0282  -0.04
C: -3.0102 2.1130 -4.5059  -0.10
C: -3.2676 1.3467 -3.3811  -0.10
C: -2.2785 0.5534 -2.8065  0.01
C: -0.9901 0.6312 -3.3326  -0.22
N: 0.1617 -0.0382 -2.9850  0.10
C: 1.0793 0.3075 -3.8978  -0.26
C: 2.4884 -0.1603 -3.9310  -0.29
C: 3.4398 0.0753 -4.9310  -0.35
S: 4.9545 -0.6322 -4.4780  0.99
C: 4.2212 -1.1673 -2.9496  -0.41
N: 2.9447 -0.8416 -2.7880  -0.09
H: 1.1203 1.7065 -5.5313  0.16
H: -1.4807 2.7996 -5.9375  0.11
H: -3.8663 2.6214 -4.9721  0.10
H: -4.3439 1.3467 -3.0111  0.13
H: -2.4861 -0.1020 -1.9622  0.13
H: 3.2308 0.5898 -5.8418  0.06
H: 4.7754 -1.6836 -2.1662  0.07
C: 5.8092 -3.8615 1.5699  -0.05
C: 4.7010 -3.1336 0.9774  -0.25
N: 3.8367 -2.5203 0.5478  0.04
H: 5.8082 -4.8449 1.1142  0.08
H: 5.7115 -3.9423 2.6738  0.10
H: 6.7414 -3.3528 1.3339  0.08

The maximum force is 6.528 eV/Å. The LUMO energy comes out at 1.151 eV. As for the HOMO energy: -1.1403 eV. The HOMO-LUMO gap is 2.3 eV. As for the charge: -1. The calculation puts the energy relative to the best compared isomer or geometry (same formula, charge and spin) at 265.6 kJ/mol.

---

Record 2
DFT (ωB97M-V/def2-TZVPD) results for a single C5H10O molecule.

Each line ends with the Löwdin charge.
CARTESIAN COORDINATES (ANGSTROEM)
C: -2.2065 0.0880 0.2670  -0.04
C: -0.9762 -0.4894 -0.3959  -0.38
C: 0.2182 -0.8981 0.4743  -0.07
C: 1.0319 -0.0787 -0.5352  -0.38
C: 2.0069 0.9555 -0.0213  -0.04
O: -0.1735 0.4935 -1.0813  -0.07
H: -2.6400 -0.6421 0.9609  0.08
H: -1.9468 0.9910 0.8286  0.08
H: -2.9666 0.3454 -0.4770  0.08
H: -1.2613 -1.2906 -1.0949  0.14
H: 0.4383 -1.9647 0.5631  0.11
H: 0.1956 -0.4336 1.4664  0.12
H: 1.5167 -0.7202 -1.2871  0.14
H: 2.4075 1.5590 -0.8424  0.08
H: 1.5111 1.6237 0.6903  0.08
H: 2.8447 0.4611 0.4845  0.08

The maximum force is 0.372 eV/Å. The LUMO energy comes out at 1.189 eV. As for the HOMO energy: -9.5503 eV. The HOMO-LUMO gap is 10.7 eV. The structure (SMILES) is C[C@@H]1C[C@H](C)O1. The calculation puts the energy relative to the best compared isomer or geometry (same formula, charge and spin) at 87.2 kJ/mol.